one) Below is a single CH2P2S3 molecule, with properties calculated with wB97M-V/def2-TZVPD.

Summary:
2S+1 ... 1
HOMO energy (alpha / beta) ... -8.877 / -7.547 eV
Kohn-Sham gap (alpha / beta) ... 7.969 / 5.349 eV

Each line ends with the Mulliken charge.
Atoms and positions in Å:
C: 0.55 -0.12 -0.89  -0.651
P: -1.23 -0.64 -0.44  0.171
P: 1.66 -0.98 0.35  0.100
S: -0.08 -1.88 1.04  -0.161
S: -1.82 1.03 0.88  0.023
S: -0.32 2.09 1.46  -0.154
H: 0.66 -0.47 -1.88  0.427
H: 0.57 0.99 -0.52  0.247

---

two) Below is a single CH2P2S3 molecule, with properties calculated with wB97M-V/def2-TZVPD.

Summary:
2S+1 ... 1
HOMO energy ... -9.222 eV
Kohn-Sham gap ... 7.306 eV

Each line ends with the Mulliken charge.
Atoms and positions in Å:
C: -0.51 -0.11 -0.09  -0.735
P: -1.95 1.19 -0.24  0.513
P: -1.18 -1.82 -0.41  0.234
S: -3.33 1.00 -1.54  -0.247
S: -1.83 2.44 1.20  -0.282
S: -2.28 -2.17 1.16  -0.206
H: 0.35 0.18 -0.79  0.377
H: -0.06 0.01 0.87  0.347

---

It comes down to two), which is 131.5 kJ/mol more stable than the next structure.

---

one) Below is 2 unconnected molecules or ions with the total composition CH2O3S2, with properties calculated with wB97M-V/def2-TZVPD.

Summary:
2S+1 ... 1
HOMO energy ... -10.759 eV
Kohn-Sham gap ... 10.737 eV

Each line ends with the Mulliken charge.
Atoms and positions in Å:
C: -0.61 0.34 0.30  0.353
O: 0.32 1.05 0.60  -0.488
O: 2.71 0.27 -0.79  -0.384
O: 1.17 -1.51 -0.04  -0.500
S: -2.18 1.04 -0.02  -0.172
S: 2.10 -0.44 0.26  0.746
H: -0.69 -0.70 0.12  0.291
H: -2.82 -0.06 -0.44  0.154

---

two) Below is a single CH2O3S2 molecule, with properties calculated with wB97M-V/def2-TZVPD.

Summary:
2S+1 ... 1
HOMO energy ... -8.831 eV
Kohn-Sham gap ... 8.882 eV

Each line ends with the Mulliken charge.
Atoms and positions in Å:
C: 1.08 0.59 0.73  0.018
O: -1.24 -1.39 -0.76  -0.441
O: -0.10 0.58 -1.62  -0.478
O: -0.20 0.30 0.83  -0.253
S: 2.03 0.77 2.01  -0.267
S: -1.09 0.23 -0.66  0.735
H: 1.46 0.71 -0.29  0.325
H: -1.94 -1.79 -0.24  0.361

---

It comes down to one), which is 48.5 kJ/mol more stable than the next structure.

---

one) Below is a gas-phase ion, C3H5O2 (charge +1), with properties calculated with wB97M-V/def2-TZVPD.

Summary:
2S+1 ... 1
Net charge ... +1
HOMO energy ... -16.966 eV
Kohn-Sham gap ... 9.034 eV

Each line ends with the Mulliken charge.
Atoms and positions in Å:
C: -1.48 0.22 0.02  0.315
C: 0.93 -0.81 0.19  -0.235
C: 0.72 0.58 -0.26  -0.135
O: -1.48 -0.97 -0.17  -0.358
O: -0.55 1.11 0.11  -0.190
H: -2.57 0.73 0.27  0.340
H: 1.34 -1.51 -0.35  0.339
H: 0.74 -1.14 1.21  0.292
H: 1.39 1.08 0.34  0.299
H: 0.96 0.72 -1.37  0.334

---

two) Below is 2 unconnected molecules or ions with the total composition C3H5O2, with properties calculated with wB97M-V/def2-TZVPD.

Summary:
2S+1 ... 1
Net charge ... +1
HOMO energy (alpha / beta) ... -15.308 / -13.338 eV
Kohn-Sham gap (alpha / beta) ... 10.525 / 6.873 eV

Each line ends with the Mulliken charge.
Atoms and positions in Å:
C: 0.27 2.14 -0.43  -0.200
C: 1.17 0.02 0.52  0.694
C: -1.00 -1.79 0.10  -1.059
O: 1.69 -0.90 0.93  -0.094
O: 0.65 1.00 0.14  -0.061
H: -0.20 2.03 -1.44  0.319
H: 0.51 3.04 0.12  0.334
H: -0.43 -2.67 -0.35  0.324
H: -0.97 -0.88 -0.50  0.429
H: -1.68 -2.00 0.91  0.316

---

It comes down to one), which is 309.7 kJ/mol more stable than the next structure.

---

one) Below is a gas-phase ion, C5H14N2O (charge +2), with properties calculated with wB97M-V/def2-TZVPD.

Summary:
2S+1 ... 1
Net charge ... +2
HOMO energy ... -18.102 eV
Kohn-Sham gap ... 10.824 eV
Structure (SMILES) ... C=C([NH3+])C[C@@H]([NH3+])CO

Each line ends with the Mulliken charge.
Atoms and positions in Å:
C: 0.23 0.77 -1.36  -0.249
O: 1.05 0.36 -2.38  -0.546
C: 1.00 0.00 -0.17  0.178
C: -0.16 -0.88 0.58  -1.079
C: -1.26 -0.11 1.06  0.447
C: -2.56 0.17 0.63  -0.960
N: -0.96 0.62 2.50  -0.434
N: 2.13 -0.98 -0.83  -0.283
H: -0.77 0.19 -1.60  0.125
H: 0.16 1.78 -0.88  0.301
H: 1.34 1.26 -2.83  0.414
H: 1.44 0.58 0.71  0.368
H: 0.34 -1.65 1.33  0.503
H: -0.58 -1.74 -0.08  0.408
H: -2.86 -0.06 -0.40  0.290
H: -3.25 0.70 1.09  0.417
H: -0.14 0.20 3.00  0.383
H: -1.83 0.49 3.06  0.392
H: -0.82 1.69 2.35  0.407
H: 1.63 -1.47 -1.52  0.337
H: 2.86 -0.44 -1.26  0.345
H: 2.43 -1.58 -0.20  0.236

---

two) Below is a gas-phase ion, C5H14N2O (charge +2), with properties calculated with wB97M-V/def2-TZVPD.

Summary:
2S+1 ... 1
Net charge ... +2
HOMO energy ... -17.849 eV
Kohn-Sham gap ... 11.077 eV
Structure (SMILES) ... [NH3+]/C=C/C[C@H]([NH3+])CO

Each line ends with the Mulliken charge.
Atoms and positions in Å:
C: -0.66 1.59 -0.53  -0.553
O: -0.39 2.98 -0.63  -0.538
C: 0.40 1.04 0.44  -0.224
C: 0.04 -0.39 0.89  -0.535
C: 0.12 -1.33 -0.27  -0.389
C: -0.03 -2.65 -0.16  -0.431
N: 0.24 -3.47 -1.40  -0.290
N: 0.37 1.94 1.68  -0.283
H: -1.66 1.54 -0.07  0.385
H: -0.72 1.15 -1.53  0.351
H: -1.11 3.43 -1.09  0.338
H: 1.44 1.11 0.02  0.354
H: -0.99 -0.35 1.31  0.396
H: 0.70 -0.78 1.68  0.464
H: 0.27 -0.97 -1.34  0.295
H: -0.24 -3.19 0.74  0.389
H: -0.44 -3.28 -2.16  0.383
H: 0.22 -4.45 -1.08  0.385
H: 1.25 -3.41 -1.62  0.396
H: -0.46 1.81 2.28  0.351
H: 0.45 2.90 1.36  0.378
H: 1.18 1.77 2.29  0.379

---

It comes down to two), which is 320.5 kJ/mol more stable than the next structure.

---

one) Below is 2 unconnected molecules or ions with the total composition C2H7BrSi, with properties calculated with wB97M-V/def2-TZVPD.

Summary:
2S+1 ... 1
HOMO energy ... -7.075 eV
Kohn-Sham gap ... 3.978 eV

Each line ends with the Mulliken charge.
Atoms and positions in Å:
C: 0.81 0.54 1.10  -0.728
C: -1.43 -1.05 -0.33  -0.824
Si: -0.25 0.38 -0.53  0.712
Br: 0.06 -2.60 2.78  -0.786
H: 1.76 0.17 0.93  0.350
H: 0.94 1.56 1.56  0.326
H: 0.34 -0.19 1.68  0.105
H: -2.34 -0.81 0.14  0.354
H: -1.63 -1.65 -1.26  0.323
H: -0.86 -1.73 0.30  0.194
H: -0.61 1.08 -1.77  -0.026

---

two) Below is 2 unconnected molecules or ions with the total composition C2H7BrSi, with properties calculated with wB97M-V/def2-TZVPD.

Summary:
2S+1 ... 1
HOMO energy ... -10.385 eV
Kohn-Sham gap ... 10.917 eV
Structure (SMILES) ... C=C[SiH3].Br

Each line ends with the Mulliken charge.
Atoms and positions in Å:
C: 1.76 0.04 -0.52  -0.766
C: 0.57 0.00 0.12  -0.128
Si: -1.09 -0.07 -0.76  0.410
Br: -1.37 -0.81 3.49  -0.199
H: 2.70 0.11 -0.04  0.321
H: -0.39 -0.50 2.45  0.123
H: 1.83 -0.60 -1.49  0.212
H: 0.50 0.40 1.12  0.328
H: -1.46 -1.43 -0.89  -0.112
H: -2.08 0.64 0.06  -0.105
H: -0.93 0.67 -2.14  -0.084

---

It comes down to two), which is 92.7 kJ/mol more stable than the next structure.

---

one) Below is a molecular structure, C8H20N2, with properties calculated with wB97M-V/def2-TZVPD.

Summary:
2S+1 ... 1
HOMO energy ... -7.563 eV
Kohn-Sham gap ... 8.403 eV

Each line ends with the Mulliken charge.
Atoms and positions in Å:
C: 0.43 0.22 -0.31  0.933
C: 0.50 -0.80 0.78  1.424
C: -2.01 1.70 -0.17  -1.126
C: -2.19 -0.40 -1.23  -1.053
C: 0.94 1.63 -0.03  -1.815
C: 0.78 -0.20 -1.73  -1.697
C: 0.14 -0.38 2.20  -2.063
C: 2.35 -0.83 0.72  -1.410
N: -1.49 0.35 -0.22  0.158
N: 0.03 -2.10 0.51  -0.355
H: -0.09 -2.70 1.32  0.238
H: 0.04 -2.41 -0.45  0.171
H: -1.62 2.24 0.70  0.288
H: -1.77 2.29 -1.08  0.296
H: -3.28 -0.41 -1.05  0.335
H: -2.05 -0.01 -2.25  0.341
H: -1.90 -1.46 -1.24  0.217
H: -3.10 1.72 -0.06  0.381
H: 0.48 2.32 -0.74  0.463
H: 2.02 1.71 -0.20  0.398
H: 0.73 1.98 0.97  0.358
H: 0.68 -1.27 -1.93  0.308
H: 1.80 0.08 -1.99  0.357
H: 0.13 0.31 -2.44  0.437
H: 0.46 -1.15 2.91  0.562
H: -0.94 -0.26 2.27  0.416
H: 0.62 0.55 2.48  0.376
H: 3.00 -0.13 0.20  0.383
H: 2.73 -0.79 1.74  0.340
H: 2.58 -1.82 0.31  0.341

---

two) Below is 2 unconnected molecules or ions with the total composition C8H20N2, with properties calculated with wB97M-V/def2-TZVPD.

Summary:
2S+1 ... 1
HOMO energy ... -7.646 eV
Kohn-Sham gap ... 8.493 eV
Structure (SMILES) ... CN(N)C(C)(C)C.C=CC

Each line ends with the Mulliken charge.
Atoms and positions in Å:
C: 1.06 -1.09 -0.03  1.578
C: 1.67 -2.38 0.53  -1.740
C: 0.09 -1.45 -1.19  -1.586
C: 2.18 -0.24 -0.69  -1.935
H: -0.86 1.45 -0.09  0.176
H: 2.38 -2.17 1.35  0.358
H: 2.23 -2.91 -0.25  0.444
H: 0.91 -3.06 0.91  0.332
H: -0.70 -2.13 -0.87  0.386
H: -0.37 -0.56 -1.62  0.299
H: 0.63 -1.96 -2.00  0.450
H: 1.80 0.74 -1.01  0.333
H: 3.02 -0.06 0.00  0.464
H: 2.60 -0.74 -1.57  0.453
C: -0.74 -0.99 1.72  -1.236
C: -2.89 1.60 -0.88  -1.014
N: 0.32 -0.28 0.98  0.743
C: -1.51 2.11 -0.64  0.349
N: 1.18 0.39 1.93  -0.893
C: -1.01 3.28 -1.05  -0.933
H: 1.84 1.00 1.46  0.200
H: 0.62 1.04 2.50  0.255
H: -1.31 -1.68 1.10  0.358
H: -0.35 -1.54 2.58  0.376
H: -1.46 -0.25 2.08  0.349
H: -3.45 1.59 0.06  0.254
H: -3.43 2.20 -1.61  0.380
H: -2.84 0.57 -1.26  0.228
H: 0.02 3.54 -0.82  0.270
H: -1.61 3.99 -1.60  0.301

---

It comes down to two), which is 103.7 kJ/mol more stable than the next structure.